Entry 1:
Density functional theory data (ωB97M-V/def2-TZVPD) for a 2-piece molecular cluster, CHCl2N2O2 overall in a non-equilibrium geometry.

```
8
CHCl2N2O2, DFT ωB97M-V/def2-TZVPD
C 0.58859 -0.87875 0.02313
N -0.63194 -0.65311 0.39920
N -1.37275 0.37587 0.00695
O -1.36014 1.42146 0.59513
O -2.05099 0.18340 -1.01320
Cl 2.28587 1.79346 -0.16351
Cl 1.32417 -2.33153 0.28709
H 1.21719 0.08920 -0.13479
```

The calculation puts the energy above the lowest of the compared OMol25 structures with the same formula, charge and spin at 18.5 kcal/mol. For the calculated total energy, the calculation gives -1219.0184 hartree. The total charge is -1. The value obtained for the LUMO energy is 3.2 eV. The calculation puts the HOMO-LUMO gap at 7.8 eV. For the HOMO energy, the calculation gives -0.1706 hartree.

***

Entry 2:
Density functional theory data (ωB97M-V/def2-TZVPD) for a 5-piece molecular cluster, C36H83BrFN4O6SSi overall in a non-equilibrium geometry.

```
133
C36H83BrFN4O6SSi, DFT ωB97M-V/def2-TZVPD
C 3.44548 1.65839 1.54970
O 2.85735 2.83403 2.09627
C 3.52412 4.01527 1.63663
C 3.30673 4.29287 0.11594
C 1.80748 4.61767 -0.24651
C 1.12742 3.41980 -1.06151
C 0.65067 3.85968 -2.49018
C 1.80043 4.59285 -3.32339
C 1.96363 3.74645 -4.65842
C 2.85990 2.53285 -4.24417
N 2.49558 1.23153 -4.86035
S 1.35223 0.99485 -6.14315
C 3.10821 0.17438 -4.39503
N 4.08083 0.30882 -3.36593
C 3.90561 -0.69628 -2.28596
C 2.57313 -1.55478 -2.41802
N 1.47438 -0.70304 -1.86392
C 2.75068 -2.74806 -1.40068
C 1.41850 -3.48923 -1.06326
O 0.65428 -2.83053 -0.06102
Si -1.04745 -2.92931 -0.30887
C -1.73057 -1.37454 -1.21470
C -1.62309 -4.54491 -1.15312
C -1.90811 -2.90102 1.40927
C 2.27981 -2.02265 -3.88581
Br 0.31905 -2.15405 -4.27733
N 2.83495 -1.12472 -4.93085
C 3.99411 -1.69818 -5.60093
C 4.81670 -0.64608 -6.43375
F 4.90277 -2.30277 -4.73121
H 2.73560 1.26444 0.77224
H 3.54804 0.84194 2.30242
H 4.43786 1.87639 1.09133
H 4.62904 3.93391 1.80881
H 3.14284 4.84971 2.26680
H 3.70738 3.45257 -0.50109
H 3.93514 5.18512 -0.13405
H 1.71286 5.56265 -0.83438
H 1.21714 4.80585 0.68310
H 0.22056 3.12731 -0.45855
H 1.84245 2.56083 -1.09018
H -0.27741 4.47223 -2.45099
H 0.39089 2.91593 -3.03967
H 2.75082 4.52690 -2.75393
H 1.44861 5.62415 -3.51367
H 2.50947 4.39208 -5.38005
H 0.93864 3.48527 -4.97853
H 2.89145 2.48493 -3.13169
H 3.90176 2.76448 -4.56572
H 0.31957 0.27816 -5.57649
H 4.99566 0.16688 -3.80288
H 4.77570 -1.38320 -2.18344
H 3.79415 -0.12776 -1.33362
H 1.57877 0.26426 -2.17618
H 1.66521 -0.69244 -0.85984
H 3.57425 -3.43149 -1.70571
H 3.08882 -2.26006 -0.44873
H 0.87610 -3.70342 -2.01243
H 1.70905 -4.48957 -0.64577
H -2.02700 -0.59779 -0.46812
H -1.03780 -0.98109 -1.98509
H -2.67503 -1.71996 -1.70997
H -2.53364 -4.89630 -0.61820
H -1.93389 -4.32479 -2.20161
H -0.77911 -5.26630 -1.09392
H -2.96914 -2.58008 1.26664
H -1.42639 -2.20211 2.12399
H -1.92208 -3.95713 1.77852
H 2.65893 -3.05630 -4.02434
H 3.59401 -2.41662 -6.35120
H 5.35807 -1.22795 -7.21535
H 5.58658 -0.12812 -5.82466
H 4.16080 0.06450 -6.97929
C -1.48358 6.98739 2.53560
C -1.19766 7.98276 1.42452
O -0.92950 7.37055 0.17348
C -1.97257 6.59093 -0.38305
C -3.23349 7.38285 -0.68112
H -0.69667 6.23151 2.58776
H -1.54690 7.49754 3.49780
H -2.42873 6.46436 2.37262
H -0.30140 8.55045 1.68110
H -2.01070 8.70938 1.32856
H -2.18995 5.73245 0.26138
H -1.58368 6.18574 -1.32003
H -3.71944 7.72173 0.23568
H -3.94842 6.76838 -1.23084
H -2.99975 8.26904 -1.27423
C -0.41530 -7.93523 0.13970
C -1.54727 -7.50056 1.05431
O -2.80016 -8.05856 0.70415
C -2.89075 -9.47318 0.76056
C -2.65826 -10.04013 2.15035
H -0.68152 -7.77162 -0.90678
H 0.49464 -7.37479 0.36542
H -0.19022 -8.99714 0.25686
H -1.66500 -6.41832 0.97773
H -1.31099 -7.71524 2.10185
H -2.21224 -9.92943 0.03197
H -3.90358 -9.72322 0.44156
H -1.62328 -9.90401 2.47131
H -2.87511 -11.10936 2.16657
H -3.29599 -9.53962 2.88130
C -0.85881 1.65226 1.37001
C -1.82159 2.82477 1.36686
O -3.15035 2.46854 1.03315
C -3.78931 1.55549 1.91247
C -3.93690 2.08152 3.32947
H -0.92861 1.09383 0.43286
H 0.16954 1.99804 1.50000
H -1.07976 0.95452 2.18071
H -1.50261 3.54212 0.60693
H -1.79660 3.35340 2.32574
H -3.27156 0.59028 1.90444
H -4.78185 1.37967 1.49517
H -2.96837 2.17552 3.82553
H -4.55252 1.40510 3.92430
H -4.40030 3.07007 3.32626
C -0.95745 -2.60729 5.37420
C -1.82780 -1.36490 5.29428
O -3.18268 -1.64079 4.98571
C -3.88448 -2.44179 5.92245
C -3.98516 -1.81347 7.30169
H -1.07677 -3.21865 4.47752
H 0.09365 -2.33171 5.47679
H -1.22409 -3.22927 6.23117
H -1.45903 -0.72660 4.48784
H -1.75726 -0.77627 6.21500
H -3.44180 -3.44184 5.97818
H -4.88961 -2.56855 5.51738
H -3.01016 -1.76094 7.79072
H -4.64783 -2.40008 7.93996
H -4.37199 -0.79496 7.23291
```

For the calculated total energy, the calculation gives -5453.1367 hartree. The total charge is +1. The value obtained for the LUMO energy is -4.2 eV. The calculation puts the HOMO-LUMO gap at 6.8 eV. For the HOMO energy, the calculation gives -0.4035 hartree.

***

Entry 3:
Density functional theory data (ωB97M-V/def2-TZVPD) for an isolated ion of composition C5H13N2 and charge +1 in a non-equilibrium geometry.

```
20
C5H13N2, DFT ωB97M-V/def2-TZVPD
C -0.66103 0.02848 2.19995
C -1.01966 -0.56226 0.89980
C 0.02862 -0.27038 -0.08753
C -0.14557 0.16906 -1.38700
N 0.95356 0.30845 -2.30626
C 0.64341 1.15134 -3.45029
N 0.18140 -0.97823 2.99257
H -0.27633 1.11672 2.36044
H -1.49405 0.04595 2.95075
H -1.31886 -1.69019 0.82795
H -2.01984 0.03532 0.58764
H 1.03784 -0.58143 0.05862
H -1.15641 0.45150 -1.71603
H 1.89419 0.29462 -2.02357
H -0.06247 0.76119 -4.09956
H 0.52493 2.17676 -3.06251
H 1.62954 1.22334 -4.05522
H 1.15539 -0.90164 2.55802
H -0.15996 -1.99366 2.74774
H 0.26530 -0.78493 4.00449
```

The calculation puts the energy above the lowest of the compared OMol25 structures with the same formula, charge and spin at 82.1 kcal/mol. For the calculated total energy, the calculation gives -307.4907 hartree. The total charge is +1. The value obtained for the LUMO energy is -3.7 eV. The calculation puts the HOMO-LUMO gap at 7.5 eV. For the HOMO energy, the calculation gives -0.4096 hartree. Its SMILES is CN/C=C/CC[NH3+].

***

Entry 4:
Density functional theory data (ωB97M-V/def2-TZVPD) for an isolated ion of composition C6H12N3 and charge +1 in a non-equilibrium geometry.

```
21
C6H12N3, DFT ωB97M-V/def2-TZVPD
C 2.29808 0.37499 -0.19813
C -0.39974 -1.71846 -0.17835
C 1.52622 1.41994 -0.11105
C 0.30519 1.52464 0.77928
C -1.13825 1.62066 0.12064
C -1.32763 0.50652 -0.91154
N 2.94389 -0.62959 -0.46132
N -0.27729 -2.85141 0.57709
N -1.39808 -0.79743 -0.23177
H 0.61259 -1.42452 -0.46563
H 1.53682 2.27602 -0.79656
H -2.31453 0.69831 -1.54058
H 0.41610 0.60087 1.46002
H 0.28370 2.38392 1.53977
H -1.92617 1.64316 0.95342
H -1.17168 2.55202 -0.62895
H -0.49562 0.57396 -1.63517
H 3.48410 -0.96753 0.33398
H 0.46649 -3.42470 0.36631
H -1.05602 -3.34663 1.02801
H -2.36815 -1.01476 0.00053
```

The calculation puts the energy above the lowest of the compared OMol25 structures with the same formula, charge and spin at 71.2 kcal/mol. For the calculated total energy, the calculation gives -399.7676 hartree. The total charge is +1. The value obtained for the LUMO energy is -3.9 eV. The calculation puts the HOMO-LUMO gap at 8.4 eV. For the HOMO energy, the calculation gives -0.4519 hartree. Its SMILES is N=C=CCCC/[NH+]=C/N.

***

Entry 5:
Density functional theory data (ωB97M-V/def2-TZVPD) for an isolated ion of composition C3H8O3PS and charge -1 in a non-equilibrium geometry.

```
16
C3H8O3PS, DFT ωB97M-V/def2-TZVPD
C 0.10472 0.56832 1.81912
C -1.16573 0.45586 0.90275
P -0.80126 -0.17907 -0.81510
C 0.19406 1.04462 -1.80701
S 0.51711 -1.88241 -0.57009
O -0.02388 -2.85835 -1.53547
O 0.39803 -2.42738 0.79412
O 1.93276 -1.52189 -0.94562
H -0.08838 1.31058 2.62545
H 0.95650 0.87159 1.17694
H 0.35261 -0.38435 2.32279
H -1.88298 -0.27029 1.34587
H -1.72681 1.41624 0.84605
H 1.26577 0.74580 -1.87469
H 0.15660 2.08805 -1.43538
H -0.18914 1.02268 -2.84973
```

The calculation puts the energy above the lowest of the compared OMol25 structures with the same formula, charge and spin at 61.5 kcal/mol. For the calculated total energy, the calculation gives -1084.4184 hartree. The total charge is -1. The value obtained for the LUMO energy is 3.7 eV. The calculation puts the HOMO-LUMO gap at 8.1 eV. For the HOMO energy, the calculation gives -0.1624 hartree. Its SMILES is CCP(C)S(=O)(=O)[O-].

***

Entry 6:
Density functional theory data (ωB97M-V/def2-TZVPD) for a 2-piece molecular cluster, C7H11FIN3 overall in a non-equilibrium geometry.

```
23
C7H11FIN3, DFT ωB97M-V/def2-TZVPD
C 1.19272 -0.69365 -0.35368
C 1.05007 -0.15693 0.92160
C -0.35506 -0.04963 1.12560
C 2.03775 0.23604 1.97672
C 0.14340 -0.34437 -3.27806
C -0.50443 -1.16551 -2.12612
C -1.08945 0.24822 2.31913
N -1.01176 -0.51061 0.06952
N -0.11066 -0.71453 -0.83386
N -2.30641 0.53658 2.41625
F -0.35745 0.01160 3.45719
I -1.98727 3.46918 0.27706
H 2.02336 -0.96102 -1.04106
H 1.87928 -0.49344 2.76346
H 3.10164 0.27292 1.50195
H 1.74213 1.28622 2.29780
H -0.05316 0.73047 -3.31798
H -0.35705 -0.64020 -4.25927
H 1.14755 -0.50440 -3.33835
H -0.38072 -2.23040 -2.25753
H -1.49350 -0.95909 -2.02089
H -2.63344 0.69092 3.48063
H -1.67754 1.94164 0.21989
```

The calculation puts the energy above the lowest of the compared OMol25 structures with the same formula, charge and spin at 31.7 kcal/mol. For the calculated total energy, the calculation gives -835.0998 hartree. The total charge is 0. The value obtained for the LUMO energy is 0.7 eV. The calculation puts the HOMO-LUMO gap at 9.9 eV. For the HOMO energy, the calculation gives -0.3408 hartree. Its SMILES is [H]/N=C(\F)c1nn(CC)cc1C.I.